Entry a
The following is a quantum chemistry calculation of 4 unconnected molecules or ions with the total composition C2H11NO3, from the Open Molecules 2025 dataset.

Summary:
SMILES: C=CN.O.O.O
Total charge: 0
Frontier orbital gap (eV): 9.30
Spin multiplicity: 1

Each line ends with the Mulliken charge.
Cartesian coordinates (Å):
C  0.293  1.892  0.539  -1.0812
C  -0.871  1.396  0.938  0.1690
N  -1.327  0.102  0.669  -0.4245
H  1.039  1.320  0.022  0.3327
H  0.616  2.869  0.894  0.2328
H  -1.570  2.032  1.477  0.3195
H  -0.547  -0.490  0.436  0.2205
H  -1.985  -0.215  1.356  0.2665
H  -0.856  0.860  -2.763  0.3204
H  -0.231  1.724  -1.621  0.3400
O  -0.032  1.202  -2.409  -0.6515
H  1.362  -0.598  -1.554  0.3097
H  0.964  -1.905  -0.916  0.3253
O  1.525  -1.134  -0.761  -0.6542
H  1.001  -2.153  1.307  0.3392
H  -0.251  -2.361  2.117  0.3071
O  0.237  -2.744  1.379  -0.6713


Entry b
The following is a quantum chemistry calculation of 3 unconnected molecules or ions with the total composition C2H11NO3, from the Open Molecules 2025 dataset.

Summary:
SMILES: CNCO.O.O
Total charge: 0
Frontier orbital gap (eV): 9.47
Spin multiplicity: 1

Each line ends with the Mulliken charge.
Cartesian coordinates (Å):
C  1.557  0.798  1.920  -0.9537
N  0.747  0.454  0.763  -0.1297
C  -0.323  -0.437  0.998  -0.3331
O  -0.476  -1.547  0.091  -0.5310
H  1.884  -0.132  2.374  0.3558
H  1.150  1.554  2.596  0.2730
H  2.459  1.271  1.511  0.3206
H  0.664  1.057  -0.013  0.1937
H  -0.265  -0.853  2.008  0.3300
H  -1.305  0.061  0.879  0.1995
H  0.373  -1.673  -0.345  0.2773
H  -3.273  -0.643  -2.063  0.2885
H  -2.234  -0.823  -1.073  0.3048
O  -2.399  -0.301  -1.857  -0.5942
H  -0.302  0.216  -2.758  0.3162
H  1.178  0.812  -2.726  0.2945
O  0.564  0.186  -2.304  -0.6122


Which structure loses on stability? entry b does.


Entry a
The following is a quantum chemistry calculation of 4 unconnected molecules or ions with the total composition C2H11NO3, from the Open Molecules 2025 dataset.

Summary:
SMILES: C=CN.O.O.O
Total charge: 0
Frontier orbital gap (eV): 8.94
Spin multiplicity: 1

Each line ends with the Mulliken charge.
Cartesian coordinates (Å):
C  -1.342  1.824  0.032  -0.9563
C  -1.365  0.986  1.046  0.1121
N  -0.329  0.111  1.395  -0.3750
H  -0.637  1.886  -0.792  0.2903
H  -2.135  2.530  -0.199  0.1989
H  -2.214  0.957  1.721  0.3220
H  0.311  -0.024  0.628  0.1822
H  -0.596  -0.680  1.960  0.2262
H  2.446  1.502  1.272  0.3091
H  2.443  0.090  0.778  0.3444
O  2.357  0.986  0.476  -0.6542
H  -1.835  -1.463  -1.991  0.3333
H  -0.851  -0.358  -1.919  0.3198
O  -0.913  -1.277  -2.167  -0.6867
H  0.394  -2.200  -1.033  0.3786
H  1.343  -1.260  -0.825  0.3095
O  1.010  -1.994  -0.291  -0.6540


Entry b
The following is a quantum chemistry calculation of 4 unconnected molecules or ions with the total composition C2H11NO3, from the Open Molecules 2025 dataset.

Summary:
SMILES: C=NC.O.O.O
Total charge: 0
Frontier orbital gap (eV): 10.37
Spin multiplicity: 1

Each line ends with the Mulliken charge.
Cartesian coordinates (Å):
C  -0.936  0.170  0.601  -0.8249
C  0.427  -0.766  -1.070  -0.4300
N  -0.224  -0.928  -0.004  -0.3290
H  -0.203  0.919  0.923  0.3920
H  -1.388  -0.105  1.544  0.2595
H  -1.619  0.742  -0.032  0.3606
H  1.395  -1.251  -1.156  0.2765
H  0.300  0.010  -1.836  0.2681
H  3.374  5.427  -1.343  0.3220
H  2.233  6.275  -1.858  0.3222
O  2.537  5.359  -1.814  -0.6444
H  -2.353  -1.976  -0.572  0.3073
H  -2.609  -2.476  0.807  0.3198
O  -2.973  -1.862  0.158  -0.6568
H  0.328  -2.158  1.429  0.4117
H  0.730  -2.385  2.892  0.3075
O  1.018  -2.561  1.992  -0.6621


Which structure loses on stability? entry b does.